{"formula": "C28H7B6CdNO48", "method": "ωB97M-V/def2-TZVPD", "elements": ["Cd", "O", "C", "O", "B", "O", "C", "O", "O", "C", "O", "C", "O", "O", "O", "C", "O", "B", "O", "C", "O", "O", "C", "O", "C", "O", "O", "O", "C", "O", "B", "O", "C", "O", "O", "C", "O", "C", "O", "O", "O", "C", "O", "B", "O", "C", "O", "O", "C", "O", "C", "O", "O", "O", "C", "O", "B", "O", "C", "O", "O", "C", "O", "C", "O", "O", "O", "C", "O", "B", "O", "C", "O", "O", "C", "O", "C", "O", "O", "C", "C", "C", "C", "N", "H", "H", "H", "H", "H", "H", "H"], "positions_angstrom": [[-0.60295, -0.26654, 0.62296], [0.45271, 1.52615, -7.71941], [-0.28535, 1.23909, -6.76685], [-0.46229, 1.90354, -5.61428], [-1.31611, 1.22140, -4.66368], [-1.79913, 0.09512, -5.45935], [-1.05914, -0.05402, -6.56725], [-1.00851, -1.09347, -7.28063], [-2.42665, 2.04776, -4.23781], [-2.48195, 2.07772, -2.94939], [-3.32833, 2.69237, -2.28554], [-1.36441, 1.23536, -2.42798], [-0.68759, 0.84982, -3.41383], [-1.14309, 0.92741, -1.21444], [0.09704, 1.60984, 1.18240], [0.91658, 2.34801, 1.77351], [1.13320, 2.40425, 3.11176], [2.04927, 3.53668, 3.35320], [2.58619, 3.96905, 2.08646], [1.90812, 3.40856, 1.11664], [2.01002, 3.61979, -0.07952], [1.34587, 4.60594, 4.06029], [2.09984, 5.01425, 5.11227], [1.91027, 6.02232, 5.71464], [3.33920, 4.02156, 5.23384], [3.16881, 3.18598, 4.27370], [4.20629, 4.00316, 6.09328], [4.33712, -2.91608, -5.96283], [3.47508, -2.16598, -5.44424], [3.68842, -1.48016, -4.37303], [2.46768, -0.72240, -4.03380], [1.52624, -0.98149, -5.10747], [1.98800, -1.82210, -5.96727], [1.42464, -2.24851, -6.96277], [2.80437, 0.70432, -3.85375], [2.53924, 1.07223, -2.62102], [2.76340, 2.19422, -2.17646], [1.96226, -0.06304, -1.84449], [1.95748, -1.06971, -2.69992], [1.44010, 0.03694, -0.71834], [-0.89408, -3.82842, -6.97605], [-1.40269, -3.71525, -5.87272], [-0.75551, -3.62037, -4.75692], [-1.72021, -3.44562, -3.63338], [-2.97323, -3.22910, -4.26892], [-2.82379, -3.44495, -5.59393], [-3.67857, -3.47307, -6.45975], [-1.31383, -2.25349, -2.80045], [-0.97581, -2.68182, -1.59046], [-0.57233, -1.94492, -0.66410], [-1.22358, -4.20210, -1.55976], [-1.63670, -4.59591, -2.74171], [-1.01297, -4.98385, -0.60044], [1.07703, -3.60613, 3.62516], [1.71134, -2.55397, 3.54529], [2.86642, -2.32627, 4.19228], [3.48643, -1.09051, 3.75273], [2.64882, -0.64549, 2.62838], [1.58980, -1.42236, 2.52845], [0.70778, -1.24581, 1.71211], [3.49418, -0.00313, 4.68700], [4.74516, 0.19623, 5.14624], [5.06557, 0.84569, 6.14118], [5.60831, -0.67646, 4.31693], [4.91700, -1.24872, 3.47651], [6.77895, -0.77743, 4.50640], [2.61462, 1.80749, 7.98260], [1.68409, 1.25945, 7.43368], [0.94601, 1.73595, 6.42383], [-0.14344, 0.78746, 6.10437], [0.07190, -0.34294, 6.99638], [1.01228, -0.09847, 7.85618], [1.40644, -0.87908, 8.71233], [-0.13027, 0.22453, 4.74917], [-1.22508, 0.44932, 4.12083], [-1.52622, 0.09543, 2.92165], [-2.24215, 1.12031, 5.09535], [-1.56051, 1.24168, 6.21962], [-3.43640, 1.37917, 4.98312], [-5.17676, -0.82873, -2.39073], [-5.83558, 0.37039, -1.62140], [-5.51420, 0.28345, -0.06016], [-4.12440, 0.06930, 0.40103], [-3.04946, -0.06153, 0.68986], [-5.42234, -1.77152, -1.90193], [-4.08754, -0.82338, -2.43162], [-5.54287, -0.89796, -3.41507], [-6.91667, 0.32330, -1.75224], [-5.29494, 1.25264, -1.96412], [-6.06508, -0.58256, 0.30680], [-5.78727, 1.17060, 0.51124]], "lowdin_charge": [1.429, 0.104, -0.330, 0.238, -0.935, 0.229, -0.302, 0.115, 0.278, -0.371, 0.095, -0.322, 0.313, -0.009, -0.024, -0.212, 0.239, -0.912, 0.259, -0.338, 0.135, 0.211, -0.351, 0.123, -0.393, 0.232, 0.111, 0.046, -0.343, 0.242, -0.872, 0.256, -0.348, 0.132, 0.241, -0.380, 0.127, -0.316, 0.248, 0.046, 0.126, -0.435, 0.247, -0.895, 0.246, -0.355, 0.129, 0.241, -0.276, -0.008, -0.331, 0.250, 0.093, 0.127, -0.312, 0.246, -0.916, 0.277, -0.313, -0.007, 0.244, -0.320, 0.142, -0.519, 0.300, 0.141, 0.146, -0.342, 0.229, -0.851, 0.241, -0.376, 0.097, 0.258, -0.300, -0.033, -0.351, 0.218, 0.096, -0.089, -0.194, -0.151, -0.167, 0.165, 0.068, 0.066, 0.073, 0.094, 0.078, 0.105, 0.110], "relative_energy_kcal_mol": 115.8, "charge": -4, "e_homo_ev": -2.10, "orbital_gap_ev": 8.51, "max_force_ha_per_bohr": 0.118}